(1)
107
Properties=species:S:1:pos:R:3:lowdin_spin:R:1 method="wB97M-V/def2-TZVPD" largest_force_ha_per_bohr=0.02068 charge=+1 energy_ev=-79705.7009 homo_energy_ev="-9.58 / -10.45" gap_ev="7.78 / 5.02" relative_energy_ev=0.315 multiplicity=3 lumo_energy_ev="-1.8 / -5.4"
Au -0.10810 0.58480 -0.00940 0.42
C 1.94930 2.65090 2.39240 0.00
C 1.32570 1.98070 3.62270 0.02
C 0.24230 2.89050 4.19980 0.00
C 2.41120 1.76650 4.68080 0.01
P 0.52590 0.39990 2.90190 0.17
C 2.05090 -0.66560 2.67370 0.01
N 2.45620 -0.67480 1.29050 0.03
B 1.80830 -0.17240 0.14210 0.24
N 2.58200 -0.52160 -0.98500 0.04
C 2.31180 -0.33720 -2.38330 0.02
P 0.54670 0.21190 -2.65700 0.20
C 0.08760 -0.82600 -4.20080 0.05
C -1.28570 -0.36900 -4.68900 0.00
C -0.05150 -2.25350 -3.65860 0.00
C 1.09700 -0.80780 -5.34890 0.01
C 0.70250 2.05450 -3.08310 0.01
C -0.69890 2.64800 -2.93780 0.01
C 1.62350 2.72090 -2.06100 0.01
C 1.23950 2.32810 -4.48440 0.01
C 3.69170 -1.22080 -0.53300 0.01
C 4.75000 -1.78400 -1.22380 0.00
C 5.71300 -2.46120 -0.49660 0.00
C 5.63080 -2.56210 0.88560 0.00
C 4.58560 -1.98930 1.59030 0.00
C 3.61210 -1.31950 0.86970 0.01
C -0.48480 -0.56410 4.20490 0.03
C 0.18890 -0.72200 5.56180 0.01
C -1.82920 0.15390 4.33590 0.00
C -0.77240 -1.95310 3.62940 0.00
H 2.45310 3.57230 2.68010 0.00
H 1.18210 2.89570 1.65760 0.00
H 2.68440 2.00010 1.91940 0.00
H 0.66020 3.88110 4.38130 0.00
H -0.12380 2.50980 5.15020 0.00
H -0.59670 2.99610 3.51330 0.00
H 2.61480 2.72150 5.16340 0.00
H 3.34840 1.42810 4.24430 0.00
H 2.10570 1.06640 5.45090 0.00
H 1.82540 -1.69040 2.99700 0.00
H 2.86870 -0.29620 3.30550 0.00
H 2.44340 -1.29610 -2.89880 0.00
H 3.00950 0.38810 -2.82720 0.00
H -1.99870 -0.37090 -3.86580 0.00
H -1.64280 -1.05420 -5.45450 0.00
H -1.24860 0.62370 -5.12740 0.00
H -0.73710 -2.27610 -2.81270 0.00
H 0.89890 -2.67740 -3.34060 0.00
H -0.45580 -2.89920 -4.43560 0.00
H 0.99630 0.08510 -5.95670 0.00
H 0.90240 -1.66420 -5.99190 0.00
H 2.12600 -0.88240 -5.00970 0.00
H -1.07320 2.51150 -1.92350 0.00
H -1.40240 2.17830 -3.61910 0.00
H -0.67550 3.71350 -3.15740 0.00
H 1.32680 2.46570 -1.04200 0.01
H 1.55410 3.80140 -2.17150 0.00
H 2.66570 2.44320 -2.19670 0.00
H 0.51820 2.05490 -5.24830 0.00
H 2.17260 1.80100 -4.66830 0.00
H 1.43590 3.39490 -4.58320 0.00
H 4.82420 -1.70010 -2.29660 0.00
H 6.54440 -2.91430 -1.01120 0.00
H 6.39950 -3.09510 1.42310 0.00
H 4.53490 -2.06950 2.66420 0.00
H 0.21140 0.21660 6.10850 0.00
H 1.20080 -1.11190 5.46590 0.00
H -0.38160 -1.43770 6.15340 0.00
H -1.72840 1.13160 4.79670 0.00
H -2.49980 -0.44390 4.95320 0.00
H -2.29090 0.28040 3.35500 0.00
H 0.11770 -2.57570 3.57390 0.00
H -1.21800 -1.88890 2.63930 0.00
H -1.48090 -2.46870 4.27730 0.00
C -6.68660 -4.04850 -0.59490 0.00
C -5.77090 -3.97240 0.44460 0.00
C -4.60980 -3.24170 0.28940 0.00
C -4.35950 -2.58100 -0.91350 0.00
C -5.27620 -2.66650 -1.95480 0.00
C -6.44010 -3.40040 -1.79300 0.00
P -2.82740 -1.59950 -1.13010 0.02
C -1.67890 -2.87030 -0.46070 0.00
C -0.55300 -2.60240 0.30440 0.00
C 0.40010 -3.57710 0.54050 0.00
C 0.23350 -4.84820 0.02140 0.00
C -0.89720 -5.13660 -0.72620 0.00
C -1.83680 -4.15790 -0.97800 0.00
C -3.13120 -0.23890 0.08580 0.06
C -4.45340 -0.01900 0.49790 0.03
C -4.81650 1.14980 1.13610 -0.01
C -3.88340 2.14170 1.36750 0.03
C -2.56330 1.92920 0.99010 0.07
C -2.21400 0.76440 0.34190 0.40
H -7.59160 -4.62130 -0.46670 0.00
H -5.95970 -4.48850 1.37380 0.00
H -3.89070 -3.17410 1.09620 0.00
H -5.07030 -2.16460 -2.89040 0.00
H -7.15220 -3.47520 -2.60120 0.00
H -0.40760 -1.61190 0.71000 0.01
H 1.28170 -3.34110 1.11950 0.00
H 0.98620 -5.60330 0.19000 0.00
H -1.03790 -6.12790 -1.12800 0.00
H -2.69270 -4.39210 -1.59540 0.00
H -5.20130 -0.77650 0.31080 0.00
H -5.84790 1.28600 1.43550 0.00
H -4.16450 3.07770 1.82490 0.00
H -1.83170 2.70150 1.18080 0.01

---

(2)
116
Properties=species:S:1:pos:R:3:mulliken_charge:R:1 method="wB97M-V/def2-TZVPD" largest_force_ha_per_bohr=0.03486 charge=+1 energy_ev=-78892.8537 homo_energy_ev=-11.67 gap_ev=9.08 relative_energy_ev=0.000 multiplicity=1 lumo_energy_ev=-2.6
C 4.72300 -3.54064 1.22329 -1.19
C 4.09921 -3.71516 -0.16464 -0.10
C 5.03802 -3.42029 -1.33593 -0.91
C 5.80871 -2.11370 -1.24474 -1.03
C 4.92730 -0.87610 -1.11959 0.33
C 5.66311 0.30595 -0.51608 -1.12
C 4.82162 1.57589 -0.47603 -0.59
C 4.01365 1.72641 0.81579 -0.99
C 2.68866 2.44742 0.60122 -1.03
C 1.63500 1.51312 0.02280 -0.23
C 0.32821 2.24341 -0.34169 -0.97
C -0.93546 1.81156 0.42781 -0.85
C -1.91489 0.95141 -0.37203 -0.90
N -1.18258 -0.31828 -0.77753 0.61
C -0.55781 -0.39306 -2.13607 -2.33
C -1.27816 0.41724 -3.21245 1.02
B -1.10662 -0.24786 -4.66036 0.39
O -1.90719 -1.29581 -5.04758 -0.71
C -0.04504 0.36601 -5.62856 -0.44
C 1.37914 0.42203 -5.05110 -1.04
C -2.71006 0.87245 -2.86118 -0.85
C -3.89131 -0.13733 -2.87727 -2.26
C -3.85514 -1.33305 -1.94935 -0.17
C -4.68862 -1.36489 -0.77139 -0.60
C -4.63099 -2.46840 0.12040 -1.05
C -3.76116 -3.55226 -0.11249 -0.68
C -2.97242 -3.57464 -1.27280 0.88
C -2.03824 -4.69807 -1.60269 -1.56
C -3.05490 -2.46543 -2.19142 0.36
C -2.58569 1.68649 -1.54595 -0.52
C -3.90488 2.36950 -1.16550 0.59
F -4.75433 1.55021 -0.51018 -0.22
F -4.50994 2.75123 -2.30089 -0.37
C -3.78181 3.65485 -0.27868 0.43
F -4.67418 4.55398 -0.68487 -0.33
F -2.56875 4.18739 -0.41992 -0.21
C -4.08409 3.45041 1.23244 0.50
F -3.54983 4.44945 1.89039 -0.20
F -3.54056 2.33924 1.69349 -0.22
F -5.35707 3.40417 1.44414 -0.26
H 5.01481 -4.49824 1.63886 0.36
H 4.01325 -3.09547 1.91179 0.24
H 5.60501 -2.90947 1.20645 0.32
H 3.21521 -3.09033 -0.25826 0.05
H 3.77465 -4.74674 -0.26467 0.40
H 5.72897 -4.24463 -1.49296 0.41
H 4.42089 -3.36627 -2.23505 0.27
H 6.39260 -2.01254 -2.15832 0.44
H 6.52909 -2.13861 -0.43160 0.44
H 4.04946 -1.10181 -0.51119 0.00
H 4.57759 -0.59135 -2.11113 0.23
H 6.54185 0.48711 -1.13524 0.41
H 6.03759 0.04237 0.47087 0.37
H 4.14666 1.57233 -1.33249 0.35
H 5.46589 2.44244 -0.59215 0.44
H 3.83197 0.74463 1.25515 0.43
H 4.61453 2.26732 1.54147 0.39
H 2.33406 2.82407 1.55968 0.36
H 2.84846 3.29078 -0.06703 0.43
H 2.05390 1.03908 -0.86658 -0.12
H 1.46057 0.72170 0.75402 0.34
H 0.16475 2.21150 -1.41574 0.28
H 0.48793 3.29077 -0.10204 0.85
H -1.44368 2.67629 0.82021 -0.53
H -0.64679 1.22083 1.29708 1.07
H -2.68797 0.62679 0.31586 0.83
H -0.42281 -0.42304 -0.10348 0.69
H -1.79509 -1.12635 -0.62476 -0.09
H 0.46140 -0.04070 -2.03609 0.08
H -0.48119 -1.44010 -2.39358 0.93
H -0.72725 1.35353 -3.30437 0.16
H -1.43511 -2.01835 -5.46946 0.33
H -0.07269 -0.11987 -6.59960 0.47
H -0.38165 1.39307 -5.80090 0.27
H 1.41179 1.08883 -4.19196 0.16
H 1.73289 -0.56462 -4.77132 0.31
H 2.06244 0.84212 -5.77940 0.46
H -2.93276 1.62638 -3.60890 0.98
H -4.04175 -0.48670 -3.89350 0.79
H -4.78542 0.42201 -2.63270 0.80
H -5.36868 -0.56168 -0.54581 0.60
H -5.26002 -2.47649 0.99690 0.46
H -3.72864 -4.35944 0.60231 0.51
H -2.17599 -4.98124 -2.64071 0.40
H -1.01294 -4.34186 -1.50565 0.29
H -2.13720 -5.54262 -0.93355 0.41
H -2.46938 -2.51257 -3.09244 0.62
H -1.93122 2.51466 -1.81069 1.10
C -2.68125 -5.72090 5.70412 -0.46
C -2.98820 -4.65430 4.86829 -0.52
C -2.19522 -4.38602 3.76510 -0.14
C -1.10448 -5.20125 3.52149 0.05
C -0.77719 -6.26551 4.34074 -0.51
C -1.57751 -6.52173 5.44211 -0.42
N -0.26493 -4.93527 2.34367 1.01
O -0.55755 -3.98084 1.63833 -0.51
O 0.66369 -5.67882 2.12798 -0.61
H -3.30513 -5.92865 6.56259 0.39
H -3.84690 -4.03144 5.07604 0.38
H -2.41946 -3.56010 3.10713 0.49
H 0.08303 -6.88013 4.12340 0.47
H -1.33918 -7.34919 6.09500 0.38
C -1.32000 6.28610 3.23173 -0.56
C -0.52547 5.53799 2.37150 0.41
C 0.85444 5.62145 2.44962 -0.51
C 1.41480 6.46193 3.39117 -0.08
C 0.64737 7.22581 4.24867 -0.65
C -0.73388 7.13331 4.16281 -0.52
N 2.88547 6.53435 3.48415 1.04
O 3.52745 5.85963 2.70256 -0.61
O 3.35896 7.25585 4.33432 -0.60
H -2.39655 6.21221 3.17454 0.43
H -0.98171 4.88194 1.64271 0.28
H 1.48831 5.04591 1.79159 0.53
H 1.11873 7.87590 4.97001 0.47
H -1.35143 7.71947 4.82845 0.39